No. 1
Here is a 9-piece molecular cluster, C44H49ClN6O6 overall at a distorted geometry from the OMol25 dataset. Energies are from ωB97M-V with the def2-TZVPD basis set.

Computed properties:
* HOMO level: -7.39 eV
* HOMO-LUMO gap: 7.093 eV
* energy relative to the best compared isomer or geometry (same formula, charge and spin): 36.5 kcal/mol

Geometry (Å):
1 C -19.6727 -13.8327 12.5205
2 C -20.9336 -14.5790 12.1087
3 N -20.6915 -16.1137 12.3491
4 C -21.1805 -16.7502 13.4861
5 C -20.4649 -17.9329 13.6830
6 N -19.4124 -17.9937 12.7337
7 C -19.5726 -16.7683 12.1482
8 C -18.5105 -19.0061 12.4020
9 H -19.5699 -12.7469 12.4888
10 H -19.0060 -14.0208 11.7930
11 H -19.4973 -14.2377 13.4238
12 H -21.2273 -14.3492 11.0687
13 H -21.6986 -14.3320 12.7961
14 H -22.1948 -16.1967 13.9845
15 H -20.4475 -18.6927 14.2977
16 H -18.8785 -16.3293 11.4405
17 H -17.8198 -19.0948 11.4993
18 H -18.7716 -19.9309 12.6231
19 H -17.8367 -18.8818 13.1709
20 Cl -24.4934 -16.3716 12.5562
21 N -16.6292 -15.9756 12.7617
22 C -16.5597 -16.3607 14.0500
23 C -15.7653 -17.5484 14.4371
24 C -14.9945 -18.1642 13.5401
25 C -15.0768 -17.7045 12.1611
26 C -15.9130 -16.5632 11.8678
27 H -17.2081 -15.8533 14.9865
28 H -15.8216 -17.9581 15.4002
29 H -14.1862 -18.8213 13.7815
30 H -14.4140 -17.9144 11.4507
31 H -15.9275 -16.1120 11.0160
32 N -14.7488 -10.7495 12.9460
33 C -14.1922 -11.9730 13.2502
34 C -14.9502 -12.9701 13.8886
35 C -16.3250 -12.7333 14.2762
36 C -16.9251 -11.5157 13.8033
37 C -16.0219 -10.5965 13.1915
38 H -13.1136 -12.0911 13.3003
39 H -14.7983 -13.9935 13.9512
40 H -17.0879 -13.2380 14.6272
41 H -17.9285 -11.2975 14.0102
42 H -16.3428 -9.5886 12.7687
43 N -21.1470 -23.7994 15.3055
44 C -19.7940 -23.6209 15.2632
45 C -19.0273 -22.4096 15.3420
46 C -19.7575 -21.2492 15.4230
47 C -21.2340 -21.2575 15.4994
48 C -21.8341 -22.5949 15.4005
49 H -19.2469 -24.5114 15.1579
50 H -18.0009 -22.3575 15.4198
51 H -19.3210 -20.3654 15.4475
52 H -21.8328 -20.2689 15.6097
53 H -23.0637 -22.6659 15.3446
54 N -19.3388 -9.3220 13.5744
55 C -19.0023 -8.2083 14.2030
56 C -18.3589 -7.0954 13.5419
57 C -18.3793 -7.0193 12.1521
58 C -18.9276 -8.1653 11.4567
59 C -19.2966 -9.2045 12.2674
60 H -18.8478 -8.0775 15.1499
61 H -18.1019 -6.1826 13.9322
62 H -18.1418 -6.1852 11.5988
63 H -19.1969 -8.2594 10.4245
64 H -19.5436 -9.9119 11.5174
65 C -19.8077 -12.7347 8.6481
66 C -19.8263 -14.2582 8.3168
67 C -18.6652 -14.9663 8.3040
68 C -17.4152 -14.2990 8.5613
69 C -17.3799 -12.9776 9.0871
70 C -18.4764 -12.1885 8.9198
71 O -18.4987 -10.8769 9.1726
72 O -18.9056 -16.3110 8.2239
73 H -20.7674 -12.2273 8.7847
74 H -20.7588 -14.8121 8.2512
75 H -16.3669 -14.7074 8.6142
76 H -16.3817 -12.7251 9.4122
77 H -17.7335 -10.3500 8.9036
78 H -19.8529 -16.6829 8.1816
79 C -22.9537 -11.1483 12.4231
80 C -22.5980 -10.2946 11.1963
81 C -23.3119 -10.6497 10.0042
82 C -23.7857 -11.9941 9.9000
83 C -24.0334 -12.7552 11.0299
84 C -23.6469 -12.3371 12.3311
85 O -23.8897 -13.0938 13.4514
86 O -23.3459 -9.7918 8.9561
87 H -22.4334 -10.5436 13.0671
88 H -22.0076 -9.4410 11.3242
89 H -24.0887 -12.4058 8.9291
90 H -24.5449 -13.6986 10.6633
91 H -24.2252 -13.9041 13.2715
92 H -24.0723 -10.0786 8.2869
93 C -22.8097 -14.9589 16.1667
94 C -22.6372 -16.3820 16.6164
95 C -21.2763 -16.7862 16.7299
96 C -20.2429 -15.8919 16.4557
97 C -20.4601 -14.5782 16.1719
98 C -21.7368 -14.1245 15.9813
99 O -21.9111 -12.8097 15.7089
100 O -20.9446 -18.0951 16.9278
101 H -23.9022 -14.6368 15.8064
102 H -23.3952 -17.2403 16.7164
103 H -19.1587 -16.1663 16.3114
104 H -19.5924 -13.8962 15.8775
105 H -22.8284 -12.6033 15.5208
106 H -21.5334 -18.3082 17.6085

=====

No. 2
Here is C44H49Ge2N8O6S3Ti as an isolated structure at a distorted geometry from the OMol25 dataset. Energies are from ωB97M-V with the def2-TZVPD basis set.

Computed properties:
* spin multiplicity: 2
* <S²>: 0.756
* HOMO level (alpha / beta): -6.52 / -6.44 eV
* HOMO-LUMO gap (alpha / beta): 5.656 / 5.591 eV
* energy relative to the best compared isomer or geometry (same formula, charge and spin): 44.3 kcal/mol

Geometry (Å):
1 Ti 0.1698 -1.2724 -0.3812
2 O 0.5630 -3.4331 3.3808
3 S -0.1476 -2.3208 2.8088
4 O -1.5069 -2.1224 3.2653
5 N -0.2261 -2.4451 1.1615
6 C -0.9799 -3.5486 0.7661
7 C -1.4074 -4.5835 1.5924
8 C -2.1700 -5.6356 1.0833
9 C -2.5279 -5.6914 -0.2376
10 C -2.1453 -4.6575 -1.1093
11 C -2.5164 -4.6191 -2.4683
12 C -2.1293 -3.5434 -3.2276
13 C -1.3810 -2.5226 -2.6576
14 N -1.0017 -2.5180 -1.3772
15 C -1.3742 -3.5794 -0.6010
16 C 0.7168 -0.8638 3.3923
17 C 0.1393 0.3896 3.3086
18 C 0.7355 1.4659 3.9450
19 C 1.8833 1.2685 4.7026
20 C 2.4369 -0.0003 4.8153
21 C 1.8549 -1.0704 4.1560
22 H -1.1439 -4.5838 2.6355
23 H -2.4866 -6.4153 1.7623
24 H -3.1232 -6.5105 -0.6156
25 H -3.0882 -5.4339 -2.8872
26 H -2.4034 -3.4697 -4.2687
27 H -1.0826 -1.6720 -3.2547
28 H -0.7761 0.5065 2.7486
29 H 0.2943 2.4500 3.8536
30 H 2.3294 2.1022 5.2297
31 H 3.3204 -0.1637 5.4149
32 H 2.2483 -2.0731 4.2271
33 N 4.7009 -1.1840 -3.0256
34 C 3.3251 -1.6755 -3.1582
35 C 2.8578 -1.8852 -1.6752
36 O 3.7739 -1.9359 -0.8552
37 O 1.6228 -2.0255 -1.4864
38 H 5.3723 -1.5919 -3.6671
39 H 4.8976 -1.4465 -2.0154
40 H 4.7327 -0.0958 -3.0584
41 H 3.2780 -2.6383 -3.6665
42 H 2.6623 -0.9684 -3.6514
43 O 3.6373 3.4617 -1.6672
44 S 3.2614 2.4940 -2.6650
45 O 4.4378 1.9236 -3.3467
46 N 2.3606 1.2854 -2.0464
47 C 1.1644 1.2972 -2.6581
48 S -0.1516 0.2846 -2.2556
49 C 0.9907 2.2705 -3.7072
50 C -0.1174 2.4918 -4.5333
51 C -0.0686 3.5265 -5.4433
52 C 1.0400 4.3715 -5.5310
53 C 2.1424 4.1640 -4.7143
54 C 2.1075 3.1005 -3.8457
55 H -0.9805 1.8479 -4.4361
56 H -0.9096 3.6975 -6.1013
57 H 1.0378 5.1963 -6.2273
58 H 3.0049 4.8133 -4.7546
59 C -4.4738 -2.3094 2.7055
60 Ge -3.6099 -0.5293 2.4416
61 C -5.0962 0.6976 1.8177
62 C -3.2408 0.0772 4.3208
63 Ge -2.0468 -0.0830 0.3412
64 C -3.4213 -0.3392 -1.1362
65 C -4.4351 -1.2784 -0.9395
66 C -5.4216 -1.4939 -1.8896
67 C -5.3987 -0.7903 -3.0835
68 C -4.3740 0.1111 -3.3221
69 C -3.4042 0.3358 -2.3568
70 C -1.8391 1.9583 0.4645
71 C -1.9692 2.5976 1.6998
72 C -1.6955 3.9484 1.8558
73 C -1.3125 4.7164 0.7680
74 C -1.2097 4.1144 -0.4757
75 C -1.4583 2.7565 -0.6159
76 H -5.1113 -2.2283 3.5850
77 H -3.7119 -3.0574 2.8945
78 H -5.0898 -2.6272 1.8687
79 H -5.8534 0.1375 1.2758
80 H -4.7092 1.4731 1.1616
81 H -5.5599 1.1694 2.6810
82 H -4.1911 0.0155 4.8501
83 H -2.8539 1.0872 4.4286
84 H -2.5492 -0.6218 4.7766
85 H -4.4528 -1.8451 -0.0165
86 H -6.2107 -2.2107 -1.6993
87 H -6.1702 -0.9446 -3.8255
88 H -4.3256 0.6515 -4.2591
89 H -2.6142 1.0385 -2.5683
90 H -2.3116 2.0376 2.5620
91 H -1.7849 4.4047 2.8333
92 H -1.1026 5.7710 0.8850
93 H -0.9345 4.6986 -1.3453
94 H -1.3442 2.3146 -1.5923
95 C 5.5436 0.5291 2.9982
96 C 5.4481 1.4735 1.8000
97 C 5.8833 0.7711 0.5137
98 C 4.0500 2.0882 1.6412
99 N 3.0188 1.1704 1.1978
100 C 1.8532 1.4858 0.6070
101 N 1.1369 0.3883 0.5149
102 N 1.9095 -0.5963 0.9901
103 N 3.0255 -0.1466 1.3937
104 H 6.5757 0.2044 3.1251
105 H 4.9207 -0.3462 2.8348
106 H 5.2304 1.0304 3.9139
107 H 6.1145 2.3256 1.9769
108 H 5.2992 -0.1364 0.3688
109 H 6.9351 0.4950 0.5737
110 H 5.7348 1.4279 -0.3421
111 H 4.0937 2.8801 0.8947
112 H 3.7183 2.5124 2.5949
113 H 1.5415 2.4770 0.3394